Entry 1:
A molecular structure, C38H26Br3F3O13. Source: OMol25; level of theory: ωB97M-V/def2-TZVPD.

XYZ file:
```
83
Properties=species:S:1:pos:R:3:forces:R:3:lowdin_charge:R:1
C -1.18513 -1.06200 2.17258 -2.6899 0.6109 2.0079 -0.158
C -0.25895 -0.48368 1.20813 -1.8915 2.2124 -0.7314 -0.317
O 0.89953 -1.21002 1.38725 1.0396 1.1029 -1.1312 0.178
C 0.59028 -2.35821 1.94641 1.6903 -3.4638 1.4501 -0.478
O 1.41372 -3.25721 2.14340 -2.7532 2.2663 -0.5152 0.140
O -0.73258 -2.34898 2.28138 1.5694 -3.2638 0.0210 0.075
F -0.14096 0.83978 1.47406 1.1528 0.6738 0.4272 0.069
H -2.25880 -1.02404 1.98847 0.3244 -0.1804 -1.0793 0.048
H -1.23149 -0.66974 3.18849 0.9432 0.8766 0.0242 0.150
H -0.71108 -0.45441 0.21676 0.7921 -0.8066 -0.5651 0.189
C -4.92664 4.20369 3.79798 0.9305 0.0753 1.7062 -0.045
C -4.46273 3.58158 5.16374 -1.7533 1.5259 -1.7686 -0.289
O -3.92140 2.37581 4.74215 0.7119 -1.7626 1.9295 0.160
C -3.55798 2.39043 3.47572 0.3078 0.1008 -2.6287 -0.520
O -2.93293 1.57827 2.82121 -1.1220 1.2014 1.8773 0.134
O -4.03860 3.53893 2.93633 0.3193 0.1161 -1.6527 0.060
F -5.59167 3.40735 5.88557 0.1817 -0.5856 0.7388 0.074
H -4.79271 5.28517 3.82125 0.2966 -0.1126 -0.4343 0.137
H -5.97522 3.99621 3.58458 0.0908 -0.3539 0.0257 0.141
H -3.75161 4.19067 5.72179 0.0527 -0.2889 0.1455 0.174
C 2.48163 -6.30636 1.57242 0.7577 1.6515 -1.0459 -0.158
C 1.81587 -6.83732 2.77380 0.3530 -0.0170 -0.4529 -0.290
O 2.89869 -7.54694 3.41928 -0.3547 1.9258 0.1332 0.125
C 3.89364 -7.72346 2.48320 -1.4100 -5.4160 -1.3967 -0.450
O 4.70060 -8.62633 2.59271 -0.4435 3.0385 0.0447 0.157
O 3.37200 -7.30910 1.25942 3.4483 -1.1428 1.2684 0.043
F 0.95357 -7.74614 2.28470 -1.2875 -1.2206 0.5446 0.079
H 3.09295 -5.44979 1.85643 -0.6076 0.7230 -0.3641 0.126
H 1.96695 -6.25168 0.61314 -0.9261 0.9688 0.7155 0.154
H 1.27776 -6.08329 3.34824 0.3768 -0.4094 0.6365 0.170
C -1.87969 5.17111 -7.76420 0.4455 -0.3026 1.0443 -0.056
C -3.26017 5.07651 -7.59378 0.4045 -0.2282 -0.2222 -0.078
C -3.77342 4.73629 -6.36531 0.3584 -0.5033 2.1686 -0.012
C -2.94831 4.59713 -5.18288 -0.1320 0.5807 -0.4658 -0.032
C -1.55750 4.74720 -5.38239 0.4018 0.1127 0.5377 -0.083
C -1.04568 4.96832 -6.66219 -0.6002 -0.0521 -0.9778 -0.019
C -0.53168 4.61023 -4.24830 -0.6724 -0.7048 -1.2741 -0.280
O 0.65301 4.82715 -4.41478 -0.7797 0.1008 0.1609 0.107
C -1.07574 4.01673 -3.00718 -1.1411 0.2478 1.9158 -0.091
C -0.17392 3.63981 -2.02352 -0.0986 -0.5143 1.4714 0.010
C -0.61849 3.14427 -0.76565 -1.0597 1.0470 -0.7620 -0.045
C -1.99069 3.06345 -0.47230 0.5204 -0.4216 -1.7182 -0.048
C -2.95110 3.45301 -1.44258 1.7995 0.4701 0.0621 0.018
C -2.47816 3.97747 -2.67723 -0.0437 -0.3625 -0.3281 -0.062
C -3.50515 4.35378 -3.73376 -0.1959 -0.7341 -1.0626 -0.251
O -4.70215 4.31568 -3.49759 1.1469 0.3433 -0.3769 0.087
H -1.35934 5.31078 -8.70022 -0.4739 0.1479 -0.3009 0.105
H -3.94515 5.16760 -8.42377 0.0410 0.0525 -0.1282 0.105
H -4.82161 4.48429 -6.30061 -0.1656 0.3019 0.2725 0.111
H 0.00179 4.89654 -6.91528 0.2386 0.2568 0.7012 0.116
H 0.88189 3.75311 -2.22052 0.0774 -0.0553 -0.0571 0.116
H -0.01023 2.94500 0.10423 0.7271 -0.2525 -0.4827 0.085
H -2.20050 2.51358 0.43325 -0.6864 0.4551 0.2812 0.081
H -3.99879 3.41915 -1.18257 -0.1023 -0.0154 -0.4170 0.112
C 4.42005 1.15209 2.81970 0.3283 -0.7874 -0.3563 -0.050
C 3.50638 1.84578 2.02582 0.9361 -1.2168 -0.3104 -0.052
C 3.10295 1.21637 0.85217 -0.5579 0.1653 0.1628 -0.029
C 3.51604 -0.06580 0.51123 0.7785 -0.1758 -0.6892 -0.098
C 4.44137 -0.79670 1.31370 -1.3529 0.7613 -0.6846 -0.074
C 4.89337 -0.15029 2.47968 -0.7096 0.2368 -0.3231 0.017
C 4.75268 -2.22806 0.92303 2.8131 -2.1199 3.0117 -0.192
O 5.63635 -2.85478 1.61499 -3.2069 2.0452 -2.6606 0.042
C 3.99065 -2.93268 -0.19212 0.7231 0.8438 0.2088 -0.086
C 4.12267 -4.32338 -0.39914 -0.9593 0.3608 -1.5502 0.005
C 3.50397 -4.86737 -1.55990 0.6542 0.3931 1.2216 -0.038
C 2.83659 -4.03706 -2.44908 -0.3430 -1.5941 -0.4937 -0.089
C 2.67924 -2.72996 -2.21746 0.5695 2.9855 0.8748 -0.033
C 3.28123 -2.12303 -1.10156 -0.2241 0.3807 0.5324 -0.055
C 3.08183 -0.59653 -0.84757 -0.1491 -1.4204 0.1261 -0.255
O 2.53953 0.08320 -1.69434 0.2840 -0.1405 0.5965 0.098
H 4.77256 1.66287 3.70359 0.2061 -0.2901 0.2074 0.099
H 3.21647 2.85273 2.28736 -0.2142 -0.0463 -0.0332 0.107
H 2.37570 1.70293 0.21913 0.0851 0.0345 -0.2872 0.105
H 5.55652 -0.71461 3.11857 0.1444 0.1929 0.1459 0.112
H 4.67876 -4.95493 0.27784 0.0756 0.1470 0.0406 0.112
H 3.52911 -5.92473 -1.77844 0.2536 -0.1186 0.1771 0.109
H 2.36579 -4.38259 -3.35756 0.1311 -0.6275 0.0006 0.113
H 2.17780 -2.08858 -2.92710 -0.1694 0.0459 0.0045 0.120
C -3.96018 -3.71506 2.51882 -0.8927 -0.5311 0.1838 -1.471
Br -4.82388 -4.87948 3.90906 0.6398 0.6248 -1.0638 0.513
Br -4.47556 -1.87084 2.89098 -0.1164 -0.6144 -0.3117 0.620
Br -4.43074 -4.33710 0.65968 0.4556 0.6291 1.5909 0.520
H -2.88318 -3.76978 2.67748 -0.2914 -0.1797 -0.2942 -0.041
```
Forces are in eV/Å.

HOMO energy = -9.679 eV
Total charge = 0
Frontier orbital gap = 8.65 eV
2S+1 = 1
Max |F| = 0.11217 hartree/bohr



Entry 2:
A molecular structure, C38H26N10S2Sn. Source: OMol25; level of theory: ωB97M-V/def2-TZVPD.

XYZ file:
```
77
Properties=species:S:1:pos:R:3:forces:R:3:lowdin_charge:R:1
Sn 0.52048 1.26527 0.01856 -0.5858 -0.7347 0.5079 1.261
C -3.36468 5.59861 -2.94476 0.9911 -1.7293 -1.6259 -0.055
C -3.29962 4.79816 -4.11934 -0.2958 0.3811 -0.5166 -0.075
C -2.70938 3.55690 -4.14980 -0.0083 -0.8036 0.0587 -0.018
C -2.19968 3.06896 -2.95073 0.5802 -0.3547 -0.6976 -0.117
C -1.59970 1.80104 -2.51982 0.3464 -0.4649 1.2511 -0.244
N -1.28526 0.79702 -3.32459 0.1891 -0.5382 0.6534 0.177
C -0.59652 -0.31125 -2.92708 0.0804 0.1271 2.1160 -0.402
C -0.91975 -1.56566 -3.62292 -1.0366 -1.2444 -1.2559 -0.173
C -1.00386 -1.50498 -5.01138 -0.3973 0.3418 -0.4715 -0.030
C -1.59816 -2.50207 -5.78521 0.2214 -1.3275 -1.0898 -0.063
C -1.91718 -3.75345 -5.22977 0.5998 0.5059 1.3351 -0.054
C -1.71022 -3.88370 -3.83944 -1.1622 -0.0925 0.2766 -0.023
C -1.32449 -2.80415 -3.02546 -0.1369 0.8550 -1.8073 -0.213
C -1.31814 -3.12585 -1.64723 1.8809 -1.1723 2.6397 -0.213
N -0.96441 -3.62265 -0.64731 -1.3649 1.1925 -1.5905 0.190
C 1.71653 -1.39405 1.82434 -1.6953 1.5675 0.2041 -0.265
N 0.64610 -0.47865 1.64676 1.4741 -1.1867 0.3298 -0.005
C -0.21971 -0.69823 2.72879 -2.0519 0.8787 1.4956 -0.274
N -1.13558 0.10110 3.35989 2.1799 0.2047 -1.4848 0.195
C -1.31208 1.39407 2.97555 -0.1513 -1.7269 -0.8398 -0.255
N -1.05867 1.81360 1.66394 0.0758 -0.6263 0.7786 -0.007
C -1.49968 3.06236 1.57229 0.2097 1.7566 1.1520 -0.352
N -1.68644 3.79200 0.44919 -0.2222 -2.3850 -1.5098 0.193
C -1.76631 3.11353 -0.71391 0.6493 2.2822 1.3524 -0.343
N -1.44433 1.84687 -1.12781 0.9290 -0.9256 -0.6938 -0.010
C -2.16915 3.87387 -1.85657 -0.6710 1.4488 0.3227 -0.143
C -2.67733 5.17371 -1.84656 -0.8864 -0.4235 0.7390 -0.002
C -1.89666 3.55857 2.89701 -0.3609 1.5888 -1.5349 -0.117
C -2.31979 4.84002 3.33455 0.2247 0.0531 -2.2575 -0.025
C -2.98374 4.89984 4.51580 0.3323 1.3999 0.9457 -0.115
C -2.93725 3.82666 5.39769 -0.0903 -1.9031 0.3783 -0.100
C -2.41000 2.58625 5.03421 -0.0197 0.2009 1.9788 -0.018
C -1.93928 2.47407 3.72851 0.9691 -2.1293 0.1107 -0.139
C 0.24435 -1.83988 3.50350 0.1716 0.2654 -0.5588 -0.133
C -0.18081 -2.41932 4.67881 0.2236 -0.8510 1.7472 -0.019
C 0.69448 -3.19521 5.45673 -0.1499 0.7398 -1.0865 -0.059
C 2.07642 -3.27673 5.13317 -1.5680 0.2533 -0.5121 -0.079
C 2.48074 -2.70161 3.94663 -1.9581 -0.5656 -0.7968 -0.017
C 1.49996 -2.17490 3.01534 1.9317 0.3054 1.5589 -0.106
N 0.23152 -0.40255 -1.88442 0.7477 0.3930 -0.2156 -0.296
H -3.98077 6.43921 -3.03157 -0.4441 1.4413 0.3670 0.086
H -3.74420 5.18043 -5.04006 -0.0268 -0.0933 0.2906 0.102
H -2.70694 2.87533 -4.99640 -0.0894 0.4523 -0.1907 0.114
H -0.63419 -0.59093 -5.48307 -0.3985 -0.2598 0.0646 0.118
H -1.75886 -2.41647 -6.88950 0.3638 0.3462 1.1465 0.120
H -2.26910 -4.62469 -5.79564 0.0507 0.6649 0.1031 0.110
H -2.04682 -4.76080 -3.24309 0.4520 0.3924 -0.9715 0.130
H -2.74007 5.65917 -0.89054 0.1657 0.3814 0.1604 0.108
H -2.12260 5.72005 2.66689 -0.5737 -0.9049 0.7439 0.126
H -3.39438 5.83845 4.89955 0.1849 -0.2010 -0.2907 0.105
H -3.30756 3.93010 6.41010 -0.1053 0.1387 -0.0531 0.096
H -2.28468 1.80678 5.85334 -0.2773 0.8433 -1.5471 0.133
H -1.15452 -2.24550 5.10334 -0.3105 0.1671 -0.2418 0.107
H 0.27025 -3.65760 6.32841 0.1627 -0.1554 0.3537 0.092
H 2.75391 -3.81213 5.77272 0.2726 0.1164 0.1792 0.095
H 3.50837 -2.71819 3.75402 1.3720 0.0738 -0.7594 0.084
S 1.31723 -1.81388 -1.89608 0.2349 0.3833 -0.1492 0.943
C 2.91662 -1.13038 -1.96928 -0.6793 -2.2748 1.7643 -0.815
N 3.31669 -0.06695 -2.60532 0.6518 2.0993 -2.3727 -0.092
C 4.69333 0.41567 -2.38194 -1.2629 -0.2019 0.9548 -0.187
C 5.14075 -0.39502 -1.15500 -0.0884 0.6483 0.3053 -0.312
S 4.30680 -2.07982 -1.18600 -2.0682 1.4153 1.3129 1.090
H 2.90182 0.20282 -3.49397 -0.0393 -0.1467 0.1881 0.145
H 4.54921 1.46356 -2.09334 0.6613 -0.0788 -0.0871 0.123
H 5.25631 0.34342 -3.30277 0.4062 -0.2030 0.0000 0.115
H 4.64764 0.08530 -0.30424 0.0107 -0.2455 0.1195 0.081
H 6.20201 -0.42045 -0.93009 0.1223 -0.2647 -0.3647 0.083
C 2.21298 -4.63387 0.93723 -1.5534 -0.1116 -0.4352 -0.089
C 3.51048 -3.87370 0.85357 0.8984 2.0859 -0.8673 -0.249
C 3.38228 -2.36806 0.47584 1.1693 -2.3320 -1.4874 -0.463
N 2.77514 -1.40431 1.01862 -0.5114 1.4451 -1.1056 0.089
H 1.89126 -4.67384 1.98136 -0.2354 0.2234 -0.1994 0.066
H 2.26299 -5.68475 0.63917 0.4226 0.1450 -0.1937 0.073
H 1.38494 -4.17826 0.30758 0.9805 -0.4011 0.8207 0.063
H 4.29707 -4.22704 0.17310 -0.4788 -0.5094 0.1032 0.077
H 3.98384 -3.77124 1.80594 0.3654 -0.6357 0.9520 0.076
```
Forces are in eV/Å.

HOMO energy (spin up / spin down) = -5.006 / -5.505 eV
Total charge = 0
Frontier orbital gap (spin up / spin down) = 3.79 / 4.00 eV
Energy relative to the best compared isomer or geometry (same formula, charge and spin) = 7.903 eV
2S+1 = 1
Max |F| = 0.06703 hartree/bohr



no.,calculated total energy (eV)
1,-284722.87923
2,-82224.10320